No. 1
Below is a structure of composition C36H39AlN2O5S2Si, with properties calculated with wB97M-V/def2-TZVPD.

The geometry in XYZ format:
```
86
C36H39AlN2O5S2Si (wB97M-V/def2-TZVPD)
O -1.29 -2.23 -2.01
C 1.17 -2.43 0.89
H -0.31 6.25 -4.15
H 2.75 0.96 -4.75
H -2.33 2.35 -1.91
H 3.09 0.46 -1.05
H 1.99 5.41 1.58
H 0.91 0.64 0.89
Al -0.59 -0.97 -1.00
C 1.82 3.48 2.50
C -2.21 -2.83 -1.28
H -4.37 -4.10 -0.46
H -3.77 4.18 -2.72
H 3.88 -1.70 0.61
C 2.96 -1.88 2.55
C -0.50 3.26 -2.54
H 5.01 -2.10 1.92
H 2.12 3.83 3.48
C 3.35 -1.47 3.81
C 3.24 2.66 -2.65
C 2.42 -1.10 4.78
H -3.10 -8.10 -1.29
H 1.11 4.45 -3.33
C -3.65 -4.80 -0.86
H -4.17 1.74 2.57
C 1.07 2.57 -0.04
C 0.04 4.37 -3.18
C -5.39 1.27 0.83
H -1.41 -1.50 3.78
H -1.13 -2.39 2.28
O 1.49 -3.51 0.47
H -4.37 3.09 1.43
C 1.14 1.69 1.05
H 1.58 1.44 3.13
H -5.62 1.70 -0.14
C -1.89 3.21 -2.39
H 4.15 2.36 -3.18
C 1.38 3.91 0.18
H -2.77 6.14 -3.85
C -2.14 5.34 -3.48
C -0.83 -1.52 2.87
H 3.73 0.01 -2.63
S -2.69 1.57 0.68
H 2.89 3.58 -3.11
H 0.23 -5.40 -2.65
Si 0.60 1.94 -1.76
N -2.39 -0.91 -0.19
C -1.76 -6.54 -1.86
C 1.08 -1.13 4.44
C -2.47 -4.28 -1.40
C 1.60 -1.92 2.24
H 2.14 -0.57 -2.13
N -2.89 -2.19 -0.37
C 2.82 0.28 -2.09
H -1.08 -0.63 2.28
H 0.34 -0.84 5.18
H -4.81 -6.54 -0.42
H 2.25 -1.18 6.92
O 0.45 -1.56 0.21
C 0.65 -1.52 3.18
S -4.87 -0.46 0.58
C 1.85 1.24 -4.19
O -0.38 -4.68 -2.48
H -1.00 -7.22 -2.23
C -4.26 2.01 1.52
C 2.20 1.54 -2.73
C -1.52 -5.17 -1.93
H 3.90 -3.33 1.27
C -3.20 -0.04 0.28
C 1.52 2.14 2.31
C -3.89 -6.16 -0.83
H 4.41 -1.44 4.06
C 1.75 4.36 1.43
C -2.70 4.23 -2.85
C 4.00 -2.27 1.53
O -0.25 0.57 -1.60
H 3.90 -0.95 6.34
H 1.14 0.42 -4.26
H 1.32 4.61 -0.65
C 2.86 -0.69 6.16
H 2.75 0.39 6.29
C -2.93 -7.03 -1.33
H -6.29 1.25 1.45
H 3.51 2.88 -1.62
H 1.41 2.12 -4.68
C -0.76 5.40 -3.65
```

Values from the calculation:
- E_LUMO (Ha) = 0.0029
- 2S+1 = 1
- HOMO (eV) = -8.3

=====

No. 2
Below is the molecule C22H28N2O4 in a non-equilibrium geometry, with properties calculated with wB97M-V/def2-TZVPD.

The geometry in XYZ format:
```
56
C22H28N2O4 (wB97M-V/def2-TZVPD)
H 1.66 3.49 -1.71
H -1.90 -2.98 -0.24
C 0.82 -2.39 2.52
N -1.26 -1.90 1.39
C 1.05 1.42 -3.20
C 1.27 1.37 -1.83
O 0.63 0.17 -5.26
H -0.50 -2.64 4.31
C -2.66 0.35 0.28
H 2.16 2.57 -0.26
C 2.19 -2.26 2.49
C 0.85 -0.98 -3.24
C 3.13 -2.11 1.36
H 0.69 -1.88 -3.80
C -1.54 -0.75 2.22
C -2.22 -2.11 0.34
C 0.65 1.36 -6.01
H -3.15 -1.05 -1.29
H -0.60 0.59 0.85
H 1.61 1.88 -5.93
N 0.15 2.95 -0.38
H -2.52 -0.89 2.70
O 2.68 -2.25 3.75
H -1.10 1.69 3.08
H -2.10 3.24 0.65
O 0.98 2.89 1.72
H 1.04 2.37 -3.70
C -1.58 0.52 1.35
H -0.15 2.04 -5.70
C 1.07 -1.02 -1.88
H 1.47 0.12 -0.11
C 1.29 0.15 -1.17
C -0.06 -2.54 1.35
H -0.68 2.95 -0.96
H -1.42 -0.74 -1.10
H 2.67 -2.50 0.45
H 1.86 -2.43 5.64
H -3.19 -2.33 0.80
C -1.76 1.77 2.21
C 0.02 2.97 0.97
H -2.79 1.82 2.58
C 0.47 -2.49 3.90
H 1.06 -1.97 -1.36
O 0.25 -3.27 0.41
H 0.48 1.06 -7.04
H -0.78 -0.64 2.98
H 3.39 -1.06 1.20
C 1.40 2.66 -1.05
C -2.35 -0.88 -0.56
C 1.64 -2.40 4.59
C 0.85 0.24 -3.91
H -3.63 0.25 0.76
H -2.70 1.23 -0.37
H 4.05 -2.65 1.56
H -1.47 3.90 2.17
C -1.41 3.06 1.47
```

Values from the calculation:
- relative energy (zero: lowest compared OMol25 entry of this formula, charge and spin) (kcal per mole) = 31.7
- SMILES = COc1cccc(CNC(=O)CC[C@@H]2CCCN(C(=O)c3ccoc3C)C2)c1
- E_LUMO (Ha) = 0.0227
- 2S+1 = 1
- HOMO (eV) = -8.5

=====

No. 3
Below is a cluster of 2 separate species, C9H24NSi in total in a non-equilibrium geometry, with properties calculated with wB97M-V/def2-TZVPD.

The geometry in XYZ format:
```
35
C9H24NSi (wB97M-V/def2-TZVPD)
H 0.77 -2.65 1.10
C -0.48 -0.49 1.70
H -0.78 1.31 -1.99
Si -1.40 1.13 -0.66
H -2.22 2.75 1.00
H -1.02 1.15 2.91
C -3.07 0.25 -0.78
C -1.50 2.93 0.11
H 1.64 -3.28 -0.32
H -0.51 3.55 0.32
C 1.43 -0.90 -1.75
C 1.95 0.49 -2.07
H -3.13 -0.77 -1.22
C 0.99 -2.57 -0.04
H 0.32 -0.88 -1.98
H 1.76 0.70 -3.19
C -1.49 0.25 2.65
H -3.71 0.88 -1.41
C 2.68 -0.87 0.43
H 2.71 0.12 1.01
H 1.57 1.35 -1.53
H 0.38 -0.81 2.28
H 2.99 0.52 -1.79
C -0.06 0.36 0.56
H -1.95 3.61 -0.51
H -2.28 0.64 1.90
N 1.43 -1.17 -0.27
H 3.31 -0.86 -0.46
H -1.82 -0.31 3.45
H 2.10 -1.68 -2.15
H -0.96 -1.31 1.21
H 0.05 -2.69 -0.55
H 0.75 0.97 0.90
H 3.11 -1.72 0.95
H -3.55 -0.02 0.21
```

Values from the calculation:
- charge = +1
- relative energy (zero: lowest compared OMol25 entry of this formula, charge and spin) (kcal per mole) = 25.4
- E_LUMO (Ha) = -0.1667
- 2S+1 = 1
- HOMO (eV) = -13.7